[1]
Molecular formula: C6H15N3
Method: DFT, wB97M-V/def2-TZVPD

Structure (XYZ):
```
24
Properties=species:S:1:pos:R:3:forces:R:3
C -2.130 -0.476 -0.044 2.790 -0.747 0.267
C 2.548 0.403 -1.118 -2.706 -0.193 -0.936
C 1.517 -0.506 -1.717 1.053 -1.556 -1.354
C 0.973 0.604 -0.950 -0.743 1.129 0.441
C 0.121 1.577 1.281 0.957 0.762 -0.054
C 0.327 0.515 0.331 -0.177 -1.974 0.174
N -2.854 0.009 0.919 -0.296 2.303 0.201
N -2.396 -1.552 -0.735 0.136 -2.228 -1.839
N 0.792 -0.638 1.119 -0.932 0.441 3.160
H 3.081 -0.053 -0.371 1.394 -0.448 1.931
H 2.936 1.233 -1.650 0.607 0.291 -0.487
H 1.461 -0.531 -2.818 -0.456 0.140 0.694
H 1.460 -1.531 -1.281 0.207 0.730 -0.462
H 0.605 1.436 -1.517 -0.012 0.426 -0.195
H 1.081 2.167 1.412 -0.938 -0.683 0.147
H -0.330 1.222 2.190 0.067 0.070 0.581
H -0.533 2.196 0.787 -1.648 2.328 -0.708
H -2.537 0.977 1.169 -1.048 -1.347 0.136
H -3.830 -0.245 1.130 0.453 0.101 -0.117
H -1.659 -2.149 -1.263 -1.630 2.017 1.155
H -3.360 -1.949 -0.898 1.118 0.664 0.593
H 0.096 -1.178 1.695 0.185 0.800 -0.855
H 1.465 -0.292 1.858 -0.159 -0.582 -1.099
H 1.164 -1.240 0.469 1.776 -2.444 -1.375
```
Forces are in eV/Å.

## Properties
2S+1 = 1
DFT total energy = -10914.5235 eV
LUMO (spin up / spin down) = -9.46 / -9.64 eV
Net charge = +2

=====

[2]
Molecular formula: C3H4NS
Method: DFT, wB97M-V/def2-TZVPD

Structure (XYZ):
```
9
Properties=species:S:1:pos:R:3:forces:R:3
C 1.121 -0.364 0.409 -0.043 -1.502 -1.017
C 1.227 -1.356 -0.352 0.121 0.529 0.469
C -1.034 -0.143 -0.849 -1.466 -1.280 -1.991
N 0.538 0.625 0.990 1.262 1.314 2.204
S -0.389 -1.641 -0.925 0.204 1.301 0.518
H -2.076 -0.092 -1.147 -0.155 -0.046 0.047
H -0.540 0.807 -0.803 0.134 -0.121 -0.044
H 0.413 0.590 2.005 0.023 -0.052 -0.127
H 0.739 1.573 0.673 -0.081 -0.142 -0.060
```
Forces are in eV/Å.

## Properties
2S+1 = 1
DFT total energy = -15489.0428 eV
LUMO = -6.58 eV
Net charge = +1

=====

Energy above the lowest of the compared OMol25 structures with the same formula, charge and spin across the listed records, respectively: 458.8; 356.3 kJ/mol.